Density functional theory data (ωB97M-V/def2-TZVPD) for the ion C2H8N3 with charge +1.

```
13
C2H8N3 (ωB97M-V/def2-TZVPD)
N -0.04141 1.24055 0.26425
N -1.62187 -0.80131 -0.36495
N 0.70501 0.09633 0.26106
C 1.88790 0.23107 0.91732
C -0.15324 -1.03584 -0.37079
H 0.32060 1.92813 -0.34781
H -2.20395 -1.13030 0.50960
H 2.62973 -0.45185 1.09144
H 2.19168 1.28493 1.17516
H -1.77779 0.18244 -0.48177
H 0.24583 -2.03535 -0.10885
H -1.97326 -1.31301 -1.12530
H -0.29367 1.63162 1.20004
```

Calculated values
Total charge: +1
Gap between HOMO and LUMO (spin up / spin down) in eV: 7.789 / 7.810
LUMO level (spin up / spin down) in eV: -4.308 / -4.299
E_HOMO (spin up / spin down) in eV: -12.10 / -12.11
Relative energy (zero: lowest compared OMol25 entry of this formula, charge and spin) in kcal per mole: 132.5
Multiplicity: 1



Density functional theory data (ωB97M-V/def2-TZVPD) for the ion C2H8N3 with charge +1.

```
13
C2H8N3 (ωB97M-V/def2-TZVPD)
N -0.89283 -0.90984 -0.10980
N -0.67477 0.38844 -0.33852
N 0.29778 2.37278 -0.40445
C 0.28632 -1.62520 0.41237
C 0.41063 1.08304 -0.20732
H -1.26961 -1.35676 -1.04473
H 0.94254 -1.79595 -0.35763
H 0.87461 -0.96787 1.20921
H -0.51580 2.81927 -0.69517
H 1.31832 0.59334 0.01838
H 0.91585 2.96640 0.06652
H -1.76953 -0.97477 0.44591
H 0.07648 -2.59289 1.00522
```

Calculated values
Total charge: +1
Gap between HOMO and LUMO in eV: 10.746
LUMO level in eV: -3.401
E_HOMO in eV: -14.15
SMILES string: C[NH2+]/N=C/N
Relative energy (zero: lowest compared OMol25 entry of this formula, charge and spin) in kcal per mole: 77.2
Multiplicity: 1



| no. | E_tot (eV) |
| --- | --- |
| 1 | -6662.8819 |
| 2 | -6665.2802 |